# 1
Computed, not measured: a structure of composition C32H64ClN5OS, with the ωB97M-V functional and the def2-TZVPD basis.

Structure (ORCA input):
```
! RIJCOSX wB97M-V def2-TZVPD def2/J DEFGRID3
* xyz 0 1
C -4.68824 2.91574 -5.73329
O -5.22975 1.66083 -5.35151
C -6.49190 1.76398 -4.72054
C -6.41970 1.95357 -3.18869
C -5.41870 0.99615 -2.47813
C -6.13039 -0.16757 -1.68466
C -5.16013 -1.37129 -1.66906
C -3.84442 -1.15297 -1.37150
C -2.89930 -2.25315 -1.39160
C -1.42549 -1.90150 -1.07841
C -0.67084 -1.73499 -2.47320
C 0.16497 -3.03837 -2.83382
Cl -1.81232 -1.51858 -3.88047
C -3.23831 -3.53391 -1.69710
C -4.61954 -3.80690 -1.98419
N -5.10222 -5.02033 -2.29066
S -6.69600 -4.70949 -2.54404
N -6.81679 -3.11540 -2.27516
C -5.56941 -2.70830 -1.96894
H -4.14118 2.77046 -6.68300
H -5.44638 3.69372 -5.92441
H -3.95019 3.25460 -4.98179
H -7.08183 2.59829 -5.14430
H -7.04064 0.82605 -4.92447
H -7.40656 1.81304 -2.71293
H -6.07453 2.98651 -2.98618
H -4.72989 1.53087 -1.80668
H -4.79901 0.50563 -3.25032
H -7.06072 -0.48657 -2.17381
H -6.26558 0.20964 -0.65946
H -3.49128 -0.15128 -1.12727
H -1.06015 -2.74901 -0.47317
H -1.36821 -1.01608 -0.42544
H -0.04408 -0.83661 -2.42529
H 0.11833 -3.15820 -3.92394
H -0.29833 -3.94237 -2.40725
H 1.18525 -2.91669 -2.44004
H -2.45599 -4.29488 -1.70746
C 2.25533 -5.57684 0.16231
C 2.84548 -4.20081 0.42858
N 1.96603 -3.31990 1.17011
C 2.41464 -1.93732 1.17541
C 3.73602 -1.62103 1.88121
C 1.47597 -3.82380 2.44380
C 2.51081 -4.22215 3.50210
H 1.28945 -5.49921 -0.34079
H 2.92507 -6.14607 -0.48443
H 2.12452 -6.15301 1.07974
H 3.04940 -3.74640 -0.54594
H 3.81921 -4.32728 0.92571
H 1.62838 -1.30427 1.60081
H 2.50175 -1.60966 0.13259
H 3.63018 -1.63855 2.96546
H 4.06150 -0.61219 1.61210
H 4.53575 -2.30538 1.59589
H 0.84539 -4.69483 2.24390
H 0.79091 -3.08926 2.87673
H 3.33163 -4.80705 3.08448
H 2.03105 -4.83646 4.26768
H 2.92659 -3.35272 4.01020
C 1.26756 3.92150 6.71686
C 1.24009 2.41915 6.47329
N 0.53604 2.04157 5.26094
C 0.26755 0.61532 5.17161
C 1.47083 -0.32764 5.06717
C 0.99574 2.66754 4.03228
C 2.46366 2.46854 3.63793
H 0.25828 4.33659 6.72155
H 1.72032 4.12889 7.68796
H 1.85752 4.44846 5.96510
H 0.73139 1.96063 7.32602
H 2.27371 2.04065 6.48527
H -0.40205 0.43020 4.32602
H -0.31293 0.32788 6.05458
H 1.92060 -0.30221 4.07446
H 1.14395 -1.35691 5.23894
H 2.24041 -0.10493 5.80725
H 0.80717 3.74232 4.10658
H 0.35926 2.34060 3.20526
H 3.14538 2.59758 4.47990
H 2.74160 3.20515 2.87974
H 2.63230 1.48488 3.19988
C 2.68809 4.24802 -3.95352
C 2.16000 3.40358 -2.80251
N 2.98051 2.24100 -2.51274
C 2.33880 1.29402 -1.61739
C 2.04288 1.75076 -0.18893
C 4.38647 2.50015 -2.24763
C 4.73452 3.44675 -1.09260
H 2.82023 3.64536 -4.85362
H 1.97681 5.04316 -4.18337
H 3.63927 4.72440 -3.71035
H 1.15997 3.06030 -3.08313
H 2.03291 4.04934 -1.92005
H 2.93616 0.37724 -1.57729
H 1.39051 0.99014 -2.07523
H 2.94537 1.78276 0.42118
H 1.36447 1.03717 0.28780
H 1.56124 2.72890 -0.15305
H 4.83507 2.90218 -3.16027
H 4.90032 1.54757 -2.09289
H 4.11299 4.34339 -1.08563
H 5.77298 3.77235 -1.18847
H 4.64641 2.95520 -0.12432
*
```

Values from the calculation:
electronic energy = -67076.05739 eV
highest occupied orbital energy = -8.24 eV
gap between HOMO and LUMO = 7.9994 eV

Atomic partial charges in e from the Löwdin method, atoms 1 to 99: -0.11 -0.20 -0.24 -0.17 -0.19 -0.11 -0.16 -0.02 -0.29 -0.14 -0.61 -0.11 0.63 0.00 -0.36 -0.21 0.97 -0.23 -0.30 0.09 0.09 0.09 0.11 0.13 0.11 0.11 0.10 0.11 0.11 0.12 0.12 0.11 0.11 0.07 0.05 0.06 0.07 0.12 -0.09 -0.28 -0.19 -0.26 -0.08 -0.24 -0.08 0.07 0.07 0.07 0.11 0.10 0.10 0.10 0.05 0.06 0.07 0.10 0.11 0.07 0.07 0.05 -0.09 -0.28 -0.20 -0.25 -0.08 -0.24 -0.08 0.08 0.07 0.06 0.12 0.10 0.11 0.11 0.04 0.07 0.07 0.10 0.11 0.07 0.07 0.04 -0.09 -0.27 -0.19 -0.25 -0.09 -0.25 -0.08 0.08 0.07 0.06 0.12 0.10 0.11 0.10 0.05 0.06 0.07



# 2
Computed, not measured: a structure of composition C32H64O16S8, with the ωB97M-V functional and the def2-TZVPD basis.

Structure (ORCA input):
```
! RIJCOSX wB97M-V def2-TZVPD def2/J DEFGRID3
* xyz 0 1
C 30.81156 -22.33684 32.76484
C 31.09087 -23.87523 32.28078
C 29.71196 -24.62595 32.55063
S 28.45644 -23.60581 32.12230
O 27.51210 -23.59643 33.20233
O 27.98896 -23.67422 30.75502
C 29.40147 -22.06200 32.29508
H 31.68210 -21.74806 32.29817
H 31.04782 -22.36396 33.72660
H 31.93249 -24.42723 32.59272
H 31.15983 -23.98546 31.13879
H 29.52368 -24.81502 33.47133
H 29.47561 -25.50061 31.98175
H 28.81019 -21.22179 32.90644
H 29.38559 -21.52774 31.35537
C 32.69396 -12.53124 36.10503
C 32.16596 -13.93305 36.25860
C 32.79312 -14.79854 35.12726
S 33.02811 -13.61714 33.77152
O 31.98730 -13.79878 32.80231
O 34.38254 -13.74875 33.36114
C 32.74033 -12.14723 34.60506
H 33.69452 -12.69113 36.58836
H 32.09101 -12.01134 36.86869
H 31.15573 -13.67466 36.13955
H 32.35919 -14.31485 37.33630
H 32.26049 -15.46074 34.87888
H 33.66688 -15.17643 35.39851
H 31.76172 -11.70947 34.62660
H 33.33188 -11.60389 34.04729
C 28.74122 -9.72364 30.03828
C 30.33564 -10.06816 30.22795
C 30.53784 -11.61898 30.06424
S 29.23626 -12.12918 31.12093
O 29.47560 -11.93449 32.47462
O 28.92338 -13.51948 30.72382
C 28.02760 -10.96752 30.54854
H 28.44078 -9.52306 29.01539
H 28.43714 -8.92764 30.76497
H 30.89817 -9.83457 31.05922
H 30.73009 -9.49655 29.40508
H 31.45633 -12.19548 30.42172
H 30.42699 -12.08590 28.94759
H 27.11903 -10.80073 31.32149
H 27.60419 -11.14411 29.62308
C 28.73634 -11.71711 36.82070
C 27.82206 -11.81037 38.00157
C 26.36250 -11.93179 37.39742
S 26.55170 -12.58357 35.82946
O 26.12515 -11.64426 34.86388
O 25.83327 -13.77227 35.94963
C 28.19997 -12.66064 35.78931
H 29.80100 -12.05303 37.19880
H 28.61926 -10.69410 36.49177
H 27.90994 -11.00399 38.75834
H 27.64929 -12.86416 38.47193
H 25.91587 -10.96593 37.58305
H 25.95066 -12.62304 38.23591
H 28.65481 -12.47746 34.95890
H 28.69472 -13.56540 36.01717
C 23.38558 -18.85357 32.95098
C 23.17748 -19.88781 34.04060
C 24.15094 -21.02014 34.00323
S 24.88810 -20.98870 32.34042
O 24.59391 -22.14843 31.56028
O 26.23975 -20.54556 32.43275
C 23.88251 -19.66152 31.74570
H 24.20141 -18.19468 33.16730
H 22.45015 -18.19151 32.61744
H 22.25793 -20.31978 33.97082
H 22.82648 -19.35110 34.97892
H 23.68308 -22.08071 34.36481
H 24.93785 -20.84804 34.62139
H 23.05101 -20.20841 31.07424
H 24.40420 -19.00864 30.88151
C 31.22043 -19.49287 28.99157
C 30.13534 -19.99387 28.00089
C 30.26688 -21.49457 27.88773
S 32.06670 -21.78380 27.78136
O 32.44741 -21.72559 26.43065
O 32.31029 -22.94279 28.56166
C 32.55162 -20.39604 28.70536
H 30.89851 -19.62672 30.08809
H 31.25606 -18.51248 29.05726
H 30.42958 -19.50838 27.02145
H 29.32798 -19.48417 28.27407
H 29.85487 -21.68194 26.94556
H 30.02049 -21.91866 28.81949
H 33.35927 -19.86343 28.22332
H 33.24944 -20.75916 29.53558
C 29.24090 -15.67790 33.33333
C 27.68821 -15.88434 33.23095
C 27.34734 -17.28012 33.03294
S 28.75028 -17.97157 32.36420
O 28.44921 -18.54811 31.08631
O 29.37138 -18.78805 33.44445
C 29.74619 -16.48478 32.09354
H 29.84410 -15.89112 34.24714
H 29.29721 -14.58236 33.11341
H 27.38673 -15.28071 32.46975
H 27.14443 -15.34498 33.94342
H 26.19773 -17.16740 32.25192
H 27.30784 -17.77090 33.97475
H 29.61844 -16.07735 31.16079
H 30.78598 -16.83489 32.38298
C 27.44576 -16.07794 27.82976
C 26.07458 -16.65038 27.52069
C 25.01512 -15.80970 28.12616
S 25.87508 -14.31781 28.51000
O 26.03514 -14.22549 29.92111
O 25.16264 -13.23170 27.81138
C 27.39061 -14.45694 27.63930
H 28.08242 -16.46863 27.16892
H 27.56913 -16.03839 28.98580
H 26.16982 -17.76791 27.92056
H 26.02021 -16.61133 26.33260
H 24.56653 -16.07206 29.21103
H 23.95355 -15.42572 27.63113
H 28.13758 -14.05192 28.14877
H 27.33103 -14.16514 26.70823
*
```

Values from the calculation:
energy relative to the best compared isomer or geometry (same formula, charge and spin) = 17.310 eV
electronic energy = -153644.04574 eV
highest occupied orbital energy = -9.64 eV
gap between HOMO and LUMO = 9.6978 eV

Atomic partial charges in e from the Löwdin method, atoms 1 to 99: -0.16 -0.12 -0.26 0.63 -0.32 -0.30 -0.23 0.13 0.05 0.08 0.12 0.03 0.11 0.13 0.07 -0.23 -0.19 -0.13 0.66 -0.30 -0.28 -0.19 0.13 0.11 0.06 0.16 -0.03 0.07 0.11 0.05 -0.17 -0.17 -0.23 0.60 -0.28 -0.35 -0.25 0.11 0.12 0.07 0.09 0.12 0.16 0.18 0.06 -0.21 -0.22 -0.26 0.56 -0.26 -0.27 -0.28 0.14 0.13 0.12 0.14 0.10 0.13 0.04 0.11 -0.22 -0.26 -0.20 0.62 -0.30 -0.31 -0.28 0.07 0.16 0.07 0.14 0.18 0.05 0.14 0.14 -0.15 -0.21 -0.17 0.60 -0.29 -0.32 -0.21 0.12 0.04 0.14 0.05 0.09 0.08 0.08 0.12 -0.18 -0.26 -0.26 0.65 -0.34 -0.33 -0.18 0.12 0.09